Entry 1:
Here is one molecule with the formula C3H2S3 at a distorted geometry from OMol25. Energies are from ωB97M-V/def2-TZVPD.

Last columns: bonded neighbours and bond lengths (Å).
Atoms and positions in Å:
1 S -1.16916 1.82941 0.22846  C8 1.625
2 S 2.14669 -0.34025 0.01285  C6 1.577
3 H 0.79873 1.61708 -1.12097  C8 0.994
4 S -2.00048 -1.25638 -0.20008  C7 1.648
5 H -0.01527 -1.73009 1.27323  C7 1.123
6 C 0.58835 -0.10655 -0.04058  S2 1.577, C7 1.579, C8 1.470
7 C -0.46211 -1.20501 0.38739  S4 1.648, H5 1.123, C6 1.579
8 C 0.11324 1.19179 -0.54030  S1 1.625, H3 0.994, C6 1.470

Calculated values
spin multiplicity: 1
HOMO energy: -8.718 eV
frontier orbital gap: 6.69 eV

And the Löwdin charges, in e, turn out to be: 0.734 0.822 -0.007 0.678 0.064 -0.961 -0.653 -0.676

=====

Entry 2:
Here is a 11-piece molecular cluster, C3H30NO10 overall at a distorted geometry from OMol25. Energies are from ωB97M-V/def2-TZVPD.

Last columns: bonded neighbours and bond lengths (Å).
Atoms and positions in Å:
1 O -3.19620 0.70298 0.67356  H21 0.989, H26 0.984
2 H -0.44006 -2.09228 -1.58407  N24 1.107
3 H -2.49490 -1.03243 -0.84008  O30 0.903
4 H 0.62367 -1.49741 -2.84981  N24 1.012
5 O 1.89702 2.84184 0.96612  H39 0.997, H40 1.006
6 H 1.20798 1.27681 1.26977  O34 0.944
7 O -2.19772 -3.17816 1.13183  H11 0.907, H37 0.938
8 H -1.44034 2.74240 -0.45806  O41 0.986
9 H 1.44761 0.56058 2.52447  O34 0.917
10 H 0.05293 1.46433 -1.21541  C29 1.081
11 H -1.82782 -2.58278 1.70779  O7 0.907
12 H 3.51091 0.00805 -3.48789  O19 0.901
13 H -2.11592 -2.50541 -0.54465  O30 0.991
14 H 3.45277 2.98951 -1.08154  O18 1.020
15 O -2.45117 0.99352 3.68044  H23 0.995, H42 0.969
16 H 1.66513 -0.11778 -0.85535  C43 1.037
17 H 1.44328 -3.26662 -0.49897  C31 1.170
18 O 3.49018 1.97099 -1.04594  H14 1.020, H32 1.012
19 O 2.91578 0.03634 -2.81220  H12 0.901, H20 0.966
20 H 3.05755 0.82609 -2.27470  O19 0.966
21 H -2.68551 -0.01521 1.12291  O1 0.989
22 H 0.00276 0.68252 -2.79423  C29 1.152
23 H -2.73356 1.91458 3.43310  O15 0.995
24 N 0.56288 -1.71648 -1.86368  H2 1.107, H4 1.012, C31 1.467, C43 1.525
25 H 2.60361 -2.55247 -1.77521  C31 1.130
26 H -3.96716 0.40243 1.20680  O1 0.984
27 H -1.61951 -0.34555 2.75498  O35 0.940
28 H -1.22404 0.20085 -1.81336  C29 1.127
29 C -0.14777 0.50296 -1.66664  H10 1.081, H22 1.152, H28 1.127, C43 1.485
30 O -2.15995 -1.78073 -1.21888  H3 0.903, H13 0.991
31 C 1.51878 -2.78809 -1.56419  H17 1.170, N24 1.467, H25 1.130, H36 1.127
32 H 3.75444 1.82740 -0.07921  O18 1.012
33 H -1.89811 2.62765 1.03278  O41 0.960
34 O 1.01777 0.46878 1.71991  H6 0.944, H9 0.917
35 O -1.31319 -0.72117 1.94920  H27 0.940, H44 0.957
36 H 1.29605 -3.75963 -2.08945  C31 1.127
37 H -2.17731 -4.05879 1.45428  O7 0.938
38 H 0.29572 -0.76721 -0.03160  C43 1.057
39 H 1.09677 3.07412 0.41799  O5 0.997
40 H 1.83587 3.45631 1.75999  O5 1.006
41 O -1.13445 2.80114 0.47703  H8 0.986, H33 0.960
42 H -1.74715 1.16710 4.32374  O15 0.969
43 C 0.70414 -0.49110 -0.96641  H16 1.037, N24 1.525, C29 1.485, H38 1.057
44 H -0.48177 -0.26995 1.80487  O35 0.957

Calculated values
spin multiplicity: 1
total charge: +1
HOMO energy: -13.955 eV
frontier orbital gap: 11.39 eV

Atom charges from the Löwdin analysis, given in e for atoms 1 to 8: -0.088 0.164 -0.030 0.158 -0.092 -0.012 0.006 0.064

=====

Entry 3:
Here is a 14-piece molecular cluster, C3H31NO16 overall at a distorted geometry from OMol25. Energies are from ωB97M-V/def2-TZVPD.

Last columns: bonded neighbours and bond lengths (Å).
Atoms and positions in Å:
1 O -1.42592 -1.08567 1.17212  H36 0.965, H46 0.989
2 H -2.63703 2.14421 2.54420  O23 0.966
3 H -0.80344 -1.90901 -3.66477  O44 0.974
4 O 0.28581 -2.56871 3.65954  H12 0.965, H29 0.957
5 H -0.32468 3.16705 -1.10964  N51 1.040
6 H 0.23069 1.42708 2.63682  C48 1.071
7 O 1.89195 -3.17473 1.28053  H22 0.977, H26 0.968
8 H 0.89209 1.00266 -1.94545  O19 0.984
9 H -2.70153 1.45727 -2.86379  O25 0.965
10 H 3.69512 -1.00259 1.24596  O50 0.970
11 H -2.48725 1.56566 1.03736  O23 0.953
12 H 0.98323 -1.99868 4.00550  O4 0.965
13 O -0.27630 3.47739 -3.14657  H33 0.965, H43 0.995
14 H 2.42111 -0.64414 3.11738  O49 0.972
15 H -0.39348 0.54118 -3.72574  O38 0.983
16 H -2.18970 1.19480 -4.20545  O25 0.980
17 H -1.42062 1.00734 4.02108  O27 0.957
18 C 0.12586 2.54099 0.78508  O30 1.220, C48 1.510, N51 1.404
19 O 0.03202 0.53048 -2.01740  H8 0.984, C24 1.372
20 H -0.26156 -0.03185 -5.11746  O38 0.969
21 H 3.22506 -0.26228 4.27471  O49 0.969
22 H 1.17943 -3.66970 0.83039  O7 0.977
23 O -3.02580 1.63590 1.82017  H2 0.966, H11 0.953
24 C -0.83913 1.13277 -1.14455  O19 1.372, O40 1.183, N51 1.428
25 O -2.64116 1.91192 -3.71312  H9 0.965, H16 0.980
26 H 1.58844 -3.05209 2.19111  O7 0.968
27 O -2.27872 1.28638 4.33997  H17 0.957, H39 0.963
28 H 0.09337 0.54608 1.22171  C48 1.105
29 H -0.38704 -2.86005 4.27452  O4 0.957
30 O 0.31826 3.71999 1.03056  C18 1.220
31 H 2.69746 -0.15103 -0.80717  O34 0.975
32 H -1.30407 -3.25419 -3.72744  O44 0.969
33 H 0.21473 3.49487 -3.97688  O13 0.965
34 O 2.77484 0.33822 -1.64749  H31 0.975, H42 0.959
35 H 2.33028 -1.30385 0.84403  O50 0.971
36 H -1.21356 -1.04052 0.23143  O1 0.965
37 H 0.29679 -3.29196 -1.44355  O47 0.967
38 O -0.88019 -0.01797 -4.37143  H15 0.983, H20 0.969
39 H -2.94290 0.65218 4.04985  O27 0.963
40 O -1.87402 0.62608 -0.87890  C24 1.183
41 H 1.67651 1.37584 1.40023  C48 1.069
42 H 3.49111 -0.01962 -2.17561  O34 0.959
43 H -1.18598 3.26041 -3.48526  O13 0.995
44 O -0.80693 -2.70460 -3.10337  H3 0.974, H32 0.969
45 H -0.93985 -2.98354 -0.64138  O47 0.961
46 H -0.80474 -1.82505 1.38626  O1 0.989
47 O -0.11132 -3.46695 -0.58491  H37 0.967, H45 0.961
48 C 0.63619 1.40974 1.64559  H6 1.071, C18 1.510, H28 1.105, H41 1.069
49 O 2.55681 -0.92340 4.03870  H14 0.972, H21 0.969
50 O 2.91470 -0.53152 0.91337  H10 0.970, H35 0.971
51 N -0.39492 2.32722 -0.50081  H5 1.040, C18 1.404, C24 1.428

Calculated values
spin multiplicity: 2
total charge: +1
HOMO energy (alpha / beta): -13.681 / -13.678 eV
frontier orbital gap (alpha / beta): 9.54 / 4.02 eV

Atom charges from the Löwdin analysis, given in e for atoms 1 to 8: -0.052 0.025 0.011 -0.043 0.175 0.098 -0.067 0.112

=====

Entry 4:
Here is a 13-piece molecular cluster, C3H32N2O13 overall at a distorted geometry from OMol25. Energies are from ωB97M-V/def2-TZVPD.

Last columns: bonded neighbours and bond lengths (Å).
Atoms and positions in Å:
1 H -3.68805 1.87529 -0.15604  O45 0.988
2 H 2.90215 1.14991 0.41133  O7 0.994
3 H -2.10988 3.60064 -0.69921  O20 0.940
4 O -4.12187 -1.49791 0.20733  H15 1.036, H16 1.023
5 H -1.31210 -1.11093 1.64043  C26 1.086
6 H 3.16528 -0.45208 -1.77976  O14 1.036
7 O 3.21082 1.53275 -0.45300  H2 0.994, H22 0.904
8 N 0.67760 -0.77480 1.23755  C26 1.435, H31 1.120, C50 1.323
9 H 3.58100 -1.74300 -0.84097  O14 0.951
10 H 0.92157 0.33373 3.44027  O38 1.044
11 H 0.03816 0.02044 -4.20506  O29 0.914
12 O -1.00259 -3.87811 0.01891  H28 0.984, H41 0.942
13 N -1.54046 -1.53879 -1.28855  H34 1.046, H47 1.057, C49 1.525
14 O 3.04984 -1.46197 -1.57829  H6 1.036, H9 0.951
15 H -3.79586 -2.26853 -0.40324  O4 1.036
16 H -3.21692 -1.27106 0.62815  O4 1.023
17 H 0.56303 -2.94780 1.61881  C50 1.162
18 H -4.41026 0.42993 -0.00218  O45 0.903
19 H 0.71434 1.54457 4.50906  O38 1.019
20 O -1.44520 4.23712 -0.89290  H3 0.940, H43 0.984
21 H 0.72323 3.88806 1.42675  O30 1.028
22 H 4.01097 1.95296 -0.46022  O7 0.904
23 H -0.99576 0.56291 1.27536  C26 1.162
24 H 2.08209 -1.48129 -3.46558  O36 0.999
25 H 4.64207 0.26694 1.60743  O35 0.897
26 C -0.70654 -0.51784 0.96165  H5 1.086, N8 1.435, H23 1.162, C49 1.570
27 O -1.88021 2.69451 1.29881  H33 0.910, H40 0.940
28 H -1.51208 -3.22134 -0.50744  O12 0.984
29 O -0.54073 0.71401 -4.06900  H11 0.914, H39 0.946
30 O 0.58305 3.11321 0.76547  H21 1.028, H48 0.975
31 H 1.44397 -0.10029 0.77587  N8 1.120
32 H -0.25644 0.16023 -1.12277  C49 1.078
33 H -2.47953 2.78172 1.97856  O27 0.910
34 H -0.87938 -2.10028 -1.87394  N13 1.046
35 O 3.77342 0.24842 1.83180  H25 0.897, H42 0.938
36 O 1.16355 -1.87414 -3.43843  H24 0.999, H37 0.972
37 H 1.45767 -2.54318 -2.79806  O36 0.972
38 O 0.48141 0.56437 4.35881  H10 1.044, H19 1.019
39 H -1.22263 0.64460 -3.41662  O29 0.946
40 H -1.03178 2.70424 1.70343  O27 0.940
41 H -0.10404 -4.03658 -0.21628  O12 0.942
42 H 3.45322 -0.63301 1.84101  O35 0.938
43 H -1.63693 4.79342 -0.10428  O20 0.984
44 O 2.44988 -2.06833 1.42540  C50 1.272
45 O -4.17652 1.11038 -0.54769  H1 0.988, H18 0.903
46 H -1.71707 0.37371 -0.78418  C49 0.972
47 H -2.29193 -1.17918 -1.93924  N13 1.057
48 H 0.10250 3.53611 0.03034  O30 0.975
49 C -1.05071 -0.29534 -0.55380  N13 1.525, C26 1.570, H32 1.078, H46 0.972
50 C 1.18070 -1.98853 1.39673  N8 1.323, H17 1.162, O44 1.272

Calculated values
spin multiplicity: 1
HOMO energy: -9.998 eV
frontier orbital gap: 9.75 eV

Atom charges from the Löwdin analysis, given in e for atoms 1 to 8: 0.038 0.019 -0.001 -0.121 0.123 0.095 -0.049 0.023

=====

Entry 5:
Here is a 14-piece molecular cluster, C3H33NO14 overall at a distorted geometry from OMol25. Energies are from ωB97M-V/def2-TZVPD.

Last columns: bonded neighbours and bond lengths (Å).
Atoms and positions in Å:
1 H -0.42675 -3.22412 3.64094  O32 0.951
2 O 2.08461 1.88360 1.05101  H13 0.960, H48 0.976
3 H -4.81873 -1.91224 -0.09782  O21 1.003
4 O -0.22074 -3.09063 -0.01868  C38 1.230
5 H -0.85856 1.48134 -2.65217  O15 1.009
6 O 0.67770 5.26916 -0.95070  H7 0.973, H42 0.897
7 H 0.36509 4.81459 -1.75221  O6 0.973
8 H -2.53725 -0.73531 -0.11637  O46 1.003
9 H 0.89816 1.83695 3.53940  O22 0.957
10 H -1.65944 0.46159 -1.69526  O15 0.963
11 H -1.39176 0.97081 2.59835  O19 0.998
12 H 3.29066 3.04926 -1.59018  O20 0.989
13 H 1.77215 2.58646 1.62511  O2 0.960
14 H -0.47054 -0.87785 -2.93633  O30 0.999
15 O -1.47811 0.68647 -2.61346  H5 1.009, H10 0.963
16 C 2.26400 -1.73071 0.61201  H24 1.094, N34 1.435, H45 1.090, H47 1.089
17 H 3.58221 -1.83454 -1.71764  C50 1.091
18 H -0.41621 -2.54705 2.29387  O32 0.967
19 O -1.04790 1.85756 2.29707  H11 0.998, H44 0.965
20 O 2.55406 2.39038 -1.63660  H12 0.989, H31 0.997
21 O -4.21790 -1.22330 0.31388  H3 1.003, H33 0.993
22 O 1.33364 2.68118 3.42023  H9 0.957, H28 0.917
23 O -2.40721 -0.30413 3.47034  H40 0.985, H51 1.019
24 H 3.04531 -0.99103 0.41654  C16 1.094
25 H -0.13683 2.84689 -1.20357  O39 0.943
26 H -2.33728 -1.56407 -1.73708  O36 0.985
27 H 2.20145 -2.12415 -2.81477  C50 1.091
28 H 0.70812 3.34286 3.52675  O22 0.917
29 H -2.38764 -3.09736 -1.31802  O36 0.959
30 O -0.25002 -1.85140 -2.89332  H14 0.999, H49 0.964
31 H 2.40568 2.17957 -0.67312  O20 0.997
32 O -0.51004 -2.36638 3.23960  H1 0.951, H18 0.967
33 H -4.78913 -0.41122 0.29367  O21 0.993
34 N 1.86195 -2.26558 -0.65708  C16 1.435, C38 1.347, C50 1.465
35 H 2.28551 -0.64578 -1.84252  C50 1.091
36 O -2.83905 -2.40883 -1.80995  H26 0.985, H29 0.959
37 H 0.67854 -3.46903 -1.75752  C38 1.083
38 C 0.71127 -2.94853 -0.80839  O4 1.230, N34 1.347, H37 1.083
39 O -0.05346 3.04338 -2.12256  H25 0.943, H41 0.998
40 H -2.33402 -0.65191 4.38845  O23 0.985
41 H 0.87069 2.68133 -2.23100  O39 0.998
42 H 0.57280 4.78077 -0.20545  O6 0.897
43 H -0.94333 -0.98962 -0.02334  O46 0.933
44 H -0.58001 1.87921 1.45373  O19 0.965
45 H 1.52930 -1.18036 1.19911  C16 1.090
46 O -1.61433 -0.34316 -0.07939  H8 1.003, H43 0.933
47 H 2.82241 -2.41663 1.24807  C16 1.089
48 H 2.96642 1.54943 1.30431  O2 0.976
49 H -1.09255 -2.31924 -2.92836  O30 0.964
50 C 2.50647 -1.71403 -1.85093  H17 1.091, H27 1.091, N34 1.465, H35 1.091
51 H -2.16940 -1.03462 2.80133  O23 1.019

Calculated values
spin multiplicity: 1
HOMO energy: -9.761 eV
frontier orbital gap: 9.83 eV

Atom charges from the Löwdin analysis, given in e for atoms 1 to 8: 0.041 -0.064 0.090 -0.012 0.042 -0.030 0.025 0.035

=====

Entry 6:
Here is a 14-piece molecular cluster, C3H34O14 overall at a distorted geometry from OMol25. Energies are from ωB97M-V/def2-TZVPD.

Last columns: bonded neighbours and bond lengths (Å).
Atoms and positions in Å:
1 H -0.46090 -3.78178 -2.16872  O4 0.960
2 H -2.32454 2.57103 3.14431  O44 0.957
3 H -0.78810 -0.28335 1.93271  C36 1.090
4 O 0.47557 -3.57669 -2.11811  H1 0.960, H25 0.960, H26 0.960
5 H 1.42194 3.23113 -1.25734  O24 0.957
6 H -2.15634 0.01597 -2.58658  O31 0.957
7 H 0.94824 1.23837 1.35363  C13 1.090
8 H -4.42590 -3.03272 0.39408  O41 0.957
9 O -0.00892 4.02243 2.61901  H38 0.957, H47 0.957
10 H 0.35567 1.43722 -0.33689  C13 1.090
11 H -3.50506 -2.35860 1.38881  O41 0.957
12 H -0.30252 0.05496 4.49048  O49 0.957
13 C 1.00216 0.86706 0.33025  H7 1.090, H10 1.090, H14 1.090, C42 1.517
14 H 2.05045 0.99561 0.06072  C13 1.090
15 H 0.33202 0.39241 -3.68420  O28 0.957
16 H 1.15869 -1.12636 0.97840  C42 1.090
17 H 0.41222 4.32993 -1.51230  O24 0.957
18 O 2.96179 -0.77249 -2.67566  H27 0.957, H34 0.957
19 O 4.85007 -0.72785 -0.40738  H23 0.957, H43 0.957
20 H 2.77980 2.67873 -3.22578  O37 0.957
21 H -3.00804 1.61161 0.66847  O30 0.957
22 O 0.56883 -1.13908 -0.98170  C42 1.428
23 H 4.83795 0.21733 -0.25667  O19 0.957
24 O 0.84910 3.85207 -0.80731  H5 0.957, H17 0.957
25 H 0.90400 -3.40265 -2.95939  O4 0.960
26 H 0.63051 -2.78534 -1.59719  O4 0.960
27 H 2.54713 -1.25399 -3.39152  O18 0.957
28 O 0.23954 1.00119 -2.95135  H15 0.957, H29 0.957
29 H 0.29770 0.44887 -2.17175  O28 0.957
30 O -3.41934 1.74928 -0.18483  H21 0.957, H33 0.957
31 O -2.02745 -0.83788 -2.17359  H6 0.957, H45 0.957
32 H -3.39839 1.53034 2.90834  O44 0.957
33 H -4.23427 1.24899 -0.14194  O30 0.957
34 H 2.25571 -0.62165 -2.04723  O18 0.957
35 H -1.60720 -0.05069 0.49186  C36 1.090
36 C -0.88681 -0.73217 0.94433  H3 1.090, H35 1.090, H40 1.090, C42 1.524
37 O 2.91853 2.29136 -2.36152  H20 0.957, H39 0.957
38 H 0.25526 3.12204 2.42993  O9 0.957
39 H 2.52623 1.42042 -2.42312  O37 0.957
40 H -1.23743 -1.75663 0.81915  C36 1.090
41 O -4.13506 -3.07437 1.30507  H8 0.957, H11 0.957
42 C 0.49448 -0.56294 0.32306  C13 1.517, H16 1.090, O22 1.428, C36 1.524
43 H 4.22752 -0.86502 -1.12141  O19 0.957
44 O -2.47336 1.71407 2.74470  H2 0.957, H32 0.957
45 H -1.18641 -0.76199 -1.72293  O31 0.957
46 H -0.98484 -1.22296 4.93010  O49 0.957
47 H 0.54343 4.55902 2.05052  O9 0.957
48 H -0.02874 -4.54673 2.09901  O50 0.957
49 O -0.47843 -0.48206 5.26307  H12 0.957, H46 0.957
50 O 0.10700 -3.60956 2.23874  H48 0.957, H51 0.957
51 H 0.12650 -3.23590 1.35769  O50 0.957

Calculated values
spin multiplicity: 2
total charge: -1
HOMO energy (alpha / beta): -1.356 / -5.890 eV
frontier orbital gap (alpha / beta): 3.62 / 8.14 eV

Atom charges from the Löwdin analysis, given in e for atoms 1 to 8: 0.053 0.040 0.059 0.065 -0.022 0.017 0.066 0.030

=====

Q: What is the formula in the second record?
A: C3H30NO10